No. 1
Density functional theory data (the ωB97M-V functional and the def2-TZVPD basis) for a molecular structure, C31H39IrN5O2P2 at a distorted geometry.

HOMO (alpha / beta)	-9.31 / -12.34	eV
<S²>	8.781
net charge	+2
maximum force	2.9	eV Å⁻¹
frontier orbital gap (alpha / beta)	3.67 / 2.22	eV
E_tot	-65717.9455	eV
spin multiplicity	6

Cartesian coordinates (Å):
1 Ir 0.27456 -0.41157 3.67207
2 P -1.90266 -0.21121 -2.06338
3 P 1.64993 -0.82808 -2.14259
4 O -2.14804 -1.93238 5.02862
5 O 0.89935 1.17065 6.57613
6 N -0.47359 -0.41648 5.52701
7 N -2.13134 1.47536 -2.56678
8 N 2.99995 0.21220 -2.47188
9 N 2.33326 -2.16188 -3.19100
10 N -3.40936 -0.76657 -2.81795
11 C -2.05474 -0.80691 7.22293
12 C -1.07706 0.24123 7.70615
13 C -1.09756 1.45334 3.55850
14 C -0.17813 2.63079 3.62788
15 C 4.66050 1.39763 -3.45282
16 C -1.61460 -1.15387 5.80824
17 C 0.56181 -0.08810 -3.42919
18 C -0.06935 0.42412 6.57146
19 C 4.03419 0.34820 -1.53245
20 C 0.62650 0.15653 0.78826
21 C -1.81355 3.43413 -3.67233
22 C -4.97783 -2.31249 -3.36575
23 C -1.82407 2.05482 -3.80547
24 C -0.73400 0.78997 1.09097
25 C 1.52808 0.02489 1.97521
26 C 2.52708 -3.46233 -2.72580
27 C 3.03001 -3.43767 -4.93955
28 C 1.70464 0.97397 3.02754
29 C -5.18078 -1.15263 -4.18915
30 C 3.00362 -4.25336 -3.76644
31 C 1.35291 -1.97653 4.14479
32 C -0.82861 -0.74847 -3.50064
33 C 2.70625 -2.14344 -4.53679
34 C -1.23081 0.53282 2.49652
35 C -2.43439 2.52443 -1.67790
36 C -3.87847 -2.06460 -2.56359
37 C 1.20223 2.40426 2.96770
38 C -4.17315 -0.24445 -3.87237
39 C 3.40583 0.83365 -3.65779
40 C -2.26578 3.73632 -2.34520
41 C 5.06720 1.06439 -2.11904
42 H 3.32882 -5.28448 -3.70535
43 H -0.73115 1.86616 0.87618
44 H -0.58074 -0.05319 8.63578
45 H 0.46033 0.98446 -3.19178
46 H 2.01551 -2.24018 3.31450
47 H -1.32331 -0.48282 -4.45395
48 H 1.04225 -0.16923 -4.41676
49 H 1.12879 0.69334 -0.03038
50 H -3.36579 -2.67455 -1.83656
51 H -2.45776 4.72004 -1.94140
52 H 2.57788 0.80243 3.68178
53 H 5.21637 1.94066 -4.20063
54 H -2.05126 -0.19708 2.59228
55 H -1.48754 4.10225 -4.46251
56 H -2.03878 -1.70870 7.84100
57 H 3.92751 -0.08601 -0.55063
58 H 2.33169 -0.71392 1.87159
59 H -5.97187 -0.99331 -4.90696
60 H 6.01900 1.28431 -1.66935
61 H -1.89068 1.44590 4.31550
62 H -1.47007 0.34331 0.40730
63 H -3.08530 -0.43562 7.22720
64 H -2.77692 2.31602 -0.66728
65 H -1.64620 1.43783 -4.68005
66 H -1.58944 1.19148 7.90269
67 H 0.45118 -0.86589 0.41627
68 H -0.00101 2.88862 4.68590
69 H 2.76374 -1.21448 -5.08285
70 H 1.15638 2.75268 1.92740
71 H 1.95481 -1.71406 5.02451
72 H 3.22680 -3.74324 -5.95602
73 H 2.32519 -3.70274 -1.69303
74 H -5.58020 -3.21073 -3.36930
75 H -3.93304 0.71176 -4.30526
76 H 1.94467 3.03309 3.48280
77 H -0.65760 3.50994 3.16930
78 H -0.75720 -1.85465 -3.48466
79 H 2.78425 0.80856 -4.54186
80 H 0.67063 -2.79865 4.39045

Cartesian forces (eV/Å) of the 2 atoms listed first:
Ir -0.43 -0.60 -0.13
P -1.40 -0.08 -2.12

No. 2
Density functional theory data (the ωB97M-V functional and the def2-TZVPD basis) for a molecular structure, C31H39N11O2PS3V at a distorted geometry.

HOMO (alpha / beta)	-11.60 / -11.62	eV
net charge	+2
maximum force	2.1	eV Å⁻¹
frontier orbital gap (alpha / beta)	5.63 / 5.65	eV
E_tot	-120730.2221	eV

Cartesian coordinates (Å):
1 V 0.20826 -1.22631 0.11196
2 S -4.09909 -2.09641 -1.44532
3 S -0.05258 1.14991 0.13939
4 S -0.01526 -6.50050 -0.07105
5 P -1.49799 1.89058 3.09160
6 O 3.14713 -0.29651 0.18174
7 O -1.12910 -1.59589 1.64617
8 N 0.99570 0.20620 -2.23541
9 N -3.77306 3.53591 3.33047
10 N 2.09759 -0.73696 0.95561
11 N 1.17848 -0.88708 -1.63579
12 N 0.13062 -1.36807 1.90440
13 N 0.36627 2.41660 -2.15752
14 N -1.64933 -1.62848 -1.01436
15 N 0.43199 -3.14261 -0.29401
16 N -2.33245 3.41382 5.29179
17 N -1.61897 4.67129 3.34181
18 N 0.62352 2.65770 -3.40706
19 C -0.63606 -3.80582 -0.58838
20 C 3.10988 -3.94477 -2.61500
21 C -1.84047 -2.99777 -0.86223
22 C 2.75210 -3.64535 0.59416
23 C 1.70798 2.18702 -5.49523
24 C 3.39521 -0.39447 3.07088
25 C 0.93919 0.44987 -6.96819
26 C 0.41568 1.24715 -1.56426
27 C 0.73256 1.83603 -4.57948
28 C 2.19724 -0.75113 2.25397
29 C -3.68309 3.46009 4.86672
30 C -3.11786 -3.42009 -1.03243
31 C 2.28701 -3.10716 -1.86349
32 C -0.05857 0.12558 -6.05028
33 C -2.94780 0.41219 -1.66265
34 C 1.81413 1.48584 -6.69210
35 C 2.58875 -1.41804 -3.56751
36 C 2.01855 -1.82574 -2.36299
37 C 1.76706 -3.72708 -0.56992
38 C -2.76629 -1.03283 -1.34167
39 C 0.68358 -1.38331 4.33000
40 C -2.95072 4.75463 2.86833
41 C -0.85454 3.58989 2.70433
42 C 3.67010 -3.54224 -3.81237
43 C -3.27288 2.26948 2.69099
44 C 0.94920 -1.16347 2.88152
45 C -1.66431 2.15525 4.92771
46 C -1.60253 4.58299 4.80162
47 C -0.82482 -5.28701 -0.71457
48 C 3.40405 -2.26706 -4.28808
49 C -0.16675 0.81470 -4.85803
50 H 1.31942 -2.17766 4.72516
51 H 3.74647 -1.27960 3.60538
52 H -0.84770 3.72596 1.62139
53 H -2.05923 5.48290 5.21552
54 H -4.18198 4.35610 5.23617
55 H -0.35398 -1.67847 4.47409
56 H 3.79592 0.13051 0.76034
57 H -3.38158 2.37707 1.61053
58 H -2.99644 4.76887 1.78026
59 H 1.62986 -4.77827 -0.77484
60 H 3.83086 -1.92899 -5.22273
61 H -0.66477 2.15849 5.36638
62 H -3.46109 5.62604 3.27897
63 H 3.47102 -4.45588 0.47447
64 H -2.62597 0.61186 -2.68612
65 H -4.23552 2.57159 5.16951
66 H -3.91279 1.45024 3.02044
67 H 2.39470 -0.42141 -3.93277
68 H -0.76058 -0.66697 -6.27296
69 H 4.23888 -0.01157 2.50128
70 H -1.72993 -5.53288 -1.26653
71 H -3.52872 -4.41051 -0.93616
72 H -3.99869 0.68820 -1.58947
73 H -2.20165 1.31561 5.37293
74 H 2.58164 1.75851 -7.40346
75 H 0.71380 3.64943 -3.57505
76 H -2.34581 1.02279 -0.99154
77 H 0.87661 -0.48490 4.91997
78 H 2.39005 2.99947 -5.27532
79 H 3.30987 -4.94248 -2.24130
80 H 4.30237 -4.21930 -4.37021
81 H 3.30715 -2.71227 0.60775
82 H 0.18455 3.65073 3.03101
83 H 1.02154 -0.09814 -7.89672
84 H 3.13605 0.35555 3.81885
85 H -0.94516 0.56033 -4.15134
86 H -0.57126 4.52772 5.14354
87 H 2.24324 -3.79290 1.54770
88 H -4.74845 3.68369 3.06905

Cartesian forces (eV/Å) of the 2 atoms listed first:
V -1.15 1.75 0.38
S -0.21 0.00 -0.04

No. 3
Density functional theory data (the ωB97M-V functional and the def2-TZVPD basis) for a molecular structure, C31H39N11OSSr at a distorted geometry.

HOMO	-13.33	eV
net charge	+2
maximum force	1.1	eV Å⁻¹
frontier orbital gap	8.31	eV
E_tot	-62878.8230	eV

Cartesian coordinates (Å):
1 Sr 0.49721 -0.25426 0.56515
2 S -3.33505 4.53876 -0.21665
3 O 1.13998 1.26424 -1.12697
4 N 1.87988 2.13790 -1.72825
5 N 4.00187 4.81417 -1.88775
6 N -1.59851 3.11925 1.01218
7 N -1.68157 -0.63942 -1.31098
8 N 1.94776 2.62804 1.57216
9 N -0.19332 0.40086 -3.62362
10 N 3.12820 -0.61619 0.78537
11 N 1.41279 -0.39683 2.96069
12 N -4.06565 -0.58096 -5.20160
13 N -1.39962 0.18543 2.40016
14 N 0.78926 -2.78508 -0.06219
15 C 5.06369 -0.62735 2.17576
16 C 1.36380 -3.36247 -1.11982
17 C -2.60975 0.41214 -1.76596
18 C 1.77268 -4.44665 1.32640
19 C 3.90964 -0.90904 -0.25990
20 C -2.29394 1.04966 -4.66650
21 C -0.93177 4.16500 0.42022
22 C -1.85044 1.63847 -2.27265
23 C 5.27703 -1.07063 -0.16057
24 C 2.82448 -0.03381 3.13876
25 C -2.71121 0.02310 2.24059
26 C -1.72126 0.10381 4.75785
27 C 3.32635 3.98900 -1.46242
28 C -2.98478 -0.21518 -4.19265
29 C 0.56870 0.46915 3.81077
30 C -0.90893 0.24221 3.64149
31 C 1.22871 -1.84007 3.26798
32 C 2.16062 -4.48795 -1.02892
33 C 0.98078 -3.31895 1.15475
34 C -2.86808 3.19790 0.74259
35 C -3.62891 -0.05123 -2.82588
36 C -3.59980 -0.08455 3.29722
37 C 2.37314 -5.03557 0.22793
38 C 5.86390 -0.92999 1.08927
39 C 3.69658 -0.46674 1.98423
40 C -1.21790 1.45031 -3.65444
41 C 2.47857 2.97124 -0.92856
42 C -1.69926 5.01973 -0.30390
43 C 0.30105 -2.67823 2.34625
44 C 2.23370 2.84416 0.47908
45 C -3.08732 -0.04858 4.58497
46 H -2.28574 -1.05117 -4.20501
47 H -4.65821 -0.20747 3.11625
48 H -4.10457 -0.98321 -2.50439
49 H -1.39195 5.90583 -0.83400
50 H -2.55070 2.47680 -2.33057
51 H 2.98922 -5.91627 0.35026
52 H 1.17989 -2.89130 -2.07964
53 H 0.79012 1.50612 3.54144
54 H 0.13113 4.27005 0.57493
55 H -0.08666 -3.47593 2.98167
56 H -4.41336 0.71196 -2.89442
57 H 0.83800 0.32953 4.86458
58 H -4.55445 -1.43957 -4.94049
59 H -1.06994 -0.89853 -2.08494
60 H -3.60508 2.50808 1.13020
61 H -2.17963 -1.47695 -1.02302
62 H 5.49011 -0.50549 3.16276
63 H 2.60029 -4.91936 -1.91657
64 H -3.06208 -0.03006 1.21566
65 H -3.18759 0.72590 -0.89384
66 H 0.32714 0.40077 -4.49464
67 H 6.93161 -1.05216 1.21345
68 H 0.87217 -1.93512 4.29830
69 H 2.88683 1.05257 3.20737
70 H 2.21080 -2.31365 3.22130
71 H 3.21617 -0.44877 4.07538
72 H -3.66813 -0.71266 -6.13431
73 H -0.80837 2.41600 -3.96945
74 H -3.73942 -0.14801 5.44235
75 H -1.08739 1.91955 -1.54982
76 H 1.90633 -4.86712 2.31543
77 H 0.47546 0.63400 -2.88894
78 H -1.29005 0.12996 5.74952
79 H 5.86528 -1.29713 -1.03817
80 H -0.58576 -2.12185 2.03354
81 H 3.41106 -1.00402 -1.21867
82 H -3.02320 1.86270 -4.75790
83 H -1.84127 0.89479 -5.65075
84 H -4.76129 0.16633 -5.26645

Cartesian forces (eV/Å) of the 2 atoms listed first:
Sr -0.20 0.90 -0.62
S -0.01 -0.08 -0.05

No. 4
Density functional theory data (the ωB97M-V functional and the def2-TZVPD basis) for a molecular structure, C31H39N5O2P2Pb at a distorted geometry.

HOMO (alpha / beta)	-12.24 / -12.34	eV
net charge	+2
maximum force	4.3	eV Å⁻¹
frontier orbital gap (alpha / beta)	5.62 / 5.76	eV
E_tot	-68131.0478	eV

Cartesian coordinates (Å):
1 Pb -0.58640 2.52130 -4.40438
2 P -1.80258 -1.42714 -1.54875
3 P 1.73021 -0.66229 -1.61681
4 O -1.82634 1.27261 0.06796
5 O -0.18624 -2.91522 0.63894
6 N -1.48122 -1.05159 0.05320
7 N -3.14859 -2.50774 -1.39360
8 N 2.96536 0.17696 -2.66342
9 N 2.78110 -1.97529 -1.16580
10 N -2.70207 -0.17639 -2.19397
11 C 0.73031 -1.41876 -2.96096
12 C -0.83210 -0.04202 -6.82502
13 C -3.36578 -3.48040 -0.39520
14 C -1.78460 -0.03168 2.12860
15 C -2.45506 0.41396 -3.43224
16 C -4.62184 -4.02024 -0.57983
17 C 3.62211 -0.32031 -3.79101
18 C -0.83298 -1.93189 0.96772
19 C -1.65199 2.36153 -6.51558
20 C -0.70192 2.95919 -7.57462
21 C 1.28663 2.71066 -5.96934
22 C 3.99612 -3.90080 -1.12043
23 C -4.08320 1.60499 -2.40137
24 C 2.91451 -3.25506 -1.70994
25 C 3.26989 1.54019 -2.56325
26 C 1.08369 1.33969 -5.76387
27 C 4.55067 -2.99442 -0.15257
28 C -3.30794 1.49085 -3.59470
29 C -0.49290 -2.25301 -2.43621
30 C 4.13928 1.88069 -3.59504
31 C -5.20276 -3.39929 -1.74238
32 C 0.57035 3.57482 -6.97373
33 C 0.03875 2.82953 -2.26816
34 C -3.77011 0.53284 -1.59958
35 C 3.78818 -1.83158 -0.19236
36 C -1.79317 0.98922 -6.33836
37 C -1.73656 0.22132 0.66604
38 C -1.07699 -1.35799 2.34270
39 C -4.27460 -2.51953 -2.24592
40 C 0.67183 0.36427 -6.82882
41 C 4.36191 0.70469 -4.36914
42 H -5.09051 -4.76944 0.04255
43 H -2.77120 0.58609 -6.03821
44 H -0.11863 -3.08398 -1.80951
45 H 3.55606 -1.36354 -4.05420
46 H 0.23310 1.89799 -1.72740
47 H 5.40495 -3.17439 0.48985
48 H -0.11961 -1.23504 2.86864
49 H -2.41467 3.07796 -6.12003
50 H -1.01623 -2.71411 -3.29757
51 H 4.56838 2.85257 -3.77870
52 H 4.96313 0.61624 -5.25802
53 H 2.20745 3.14666 -5.59203
54 H -6.19272 -3.58696 -2.13920
55 H 1.21555 3.89312 -7.80635
56 H -2.59506 -3.68657 0.33425
57 H -2.83780 -0.10782 2.43521
58 H 3.85978 -0.91118 0.36331
59 H 1.57743 0.86146 -4.90141
60 H -0.94494 -0.95841 -6.21922
61 H -0.47995 2.19420 -8.33496
62 H -3.36189 2.14043 -4.46582
63 H 1.35112 -2.08852 -3.58391
64 H 0.92034 0.72957 -7.83975
65 H -1.70370 -2.06241 2.90803
66 H 2.23238 -3.59038 -2.46930
67 H -1.65207 0.00610 -4.05821
68 H -1.27759 3.75468 -8.08671
69 H -1.31426 0.79252 2.66398
70 H -4.71929 2.43975 -2.12537
71 H 4.36236 -4.89262 -1.35004
72 H -1.07691 -0.35870 -7.85686
73 H -4.20077 0.18608 -0.66794
74 H 0.25257 4.50214 -6.45202
75 H 0.94908 3.45070 -2.31392
76 H -0.79043 3.36682 -1.80199
77 H -4.32523 -1.87991 -3.11603
78 H 2.87592 2.12243 -1.73834
79 H 1.26178 -0.55770 -6.66186
80 H 0.35979 -0.62069 -3.63618

Cartesian forces (eV/Å) of the 2 atoms listed first:
Pb -0.21 3.32 1.54
P -3.71 -1.68 1.48

No. 5
Density functional theory data (the ωB97M-V functional and the def2-TZVPD basis) for a molecular structure, C31H40AsBaN5O3S at a distorted geometry.

HOMO	-6.74	eV
net charge	0
maximum force	1.4	eV Å⁻¹
frontier orbital gap	7.04	eV
E_tot	-118760.0235	eV

Cartesian coordinates (Å):
1 Ba 0.19660 -0.23780 0.57243
2 As -1.16735 -3.38518 2.44953
3 S 4.48156 -1.00121 3.61531
4 O 0.22612 1.80947 1.76731
5 O -1.30327 -1.88331 1.72179
6 O 1.39064 -1.93044 -0.67074
7 N 2.13311 -0.85832 2.55184
8 N 2.20431 1.78299 -0.43549
9 N -0.35016 1.34255 -2.73576
10 N 3.82982 -1.16669 0.98686
11 N -1.47008 -1.05150 -1.36874
12 C 2.40150 2.72808 1.86455
13 C 1.93809 -0.78197 3.91946
14 C -0.41142 -3.27692 -1.55515
15 C 3.21390 3.59378 3.99178
16 C 0.92058 -3.08402 -1.02466
17 C 1.14713 2.37785 2.46064
18 C 0.63795 -3.92810 2.79099
19 C -2.09109 -3.40198 4.12527
20 C -0.77995 -4.55220 -1.99564
21 C 0.91925 1.36245 -3.48126
22 C 3.10852 -0.84170 4.68154
23 C 3.07646 -0.77842 6.06757
24 C 1.31510 -5.47766 -1.34940
25 C 1.73680 -4.23427 -0.92328
26 C -2.62091 -0.16455 -1.44792
27 C 0.97660 2.68454 3.83237
28 C -1.38428 0.69579 -3.54150
29 C -1.51633 -2.27607 -1.67392
30 C 3.39129 3.33660 2.64653
31 C -1.98038 -4.77510 1.41399
32 C 1.84252 -0.66696 6.68645
33 C 0.70215 -0.65970 4.54965
34 C 0.66803 -0.60698 5.93151
35 C 3.38796 -0.97289 2.24993
36 C -0.72983 2.66579 -2.27893
37 C 0.05199 -5.65570 -1.90629
38 C 2.15199 0.85307 -2.73824
39 C 2.75444 2.51890 0.45063
40 C -2.72540 0.44855 -2.85151
41 C 2.80127 1.83628 -1.76816
42 C 1.98620 3.26115 4.57093
43 H 0.02350 2.43982 4.28467
44 H -3.29442 1.37970 -2.78809
45 H 2.71045 2.85453 -2.16697
46 H -0.28364 -0.49469 6.43602
47 H 0.67026 -5.01719 2.79541
48 H 3.98500 -0.81361 6.65400
49 H -0.19847 -0.56399 3.95370
50 H 2.89803 0.58785 -3.49352
51 H 0.05144 3.06994 -1.63434
52 H 3.64769 3.09943 0.16752
53 H 1.98941 -6.32173 -1.25544
54 H -1.64220 2.62344 -1.68219
55 H 1.81495 3.46445 5.62256
56 H 3.87576 1.62755 -1.70000
57 H 1.11615 2.38108 -3.84873
58 H -2.45718 -2.70295 -2.05870
59 H 1.79184 -0.61821 7.76592
60 H 0.95732 -3.53097 3.75321
61 H -1.77368 -4.67687 -2.41484
62 H -3.16246 -3.36822 3.93650
63 H 2.73021 -4.09615 -0.51317
64 H -0.97700 -0.26415 -3.86078
65 H -2.90453 -4.39250 0.98505
66 H -1.30389 -5.07971 0.61524
67 H -1.84393 -4.30923 4.67595
68 H 0.78670 0.74574 -4.37282
69 H 4.80430 -1.05059 0.78112
70 H -0.89972 3.37176 -3.11065
71 H -0.27221 -6.62457 -2.25992
72 H -1.58533 1.27786 -4.45925
73 H 1.27483 -3.53992 1.99663
74 H -2.19752 -5.61778 2.07036
75 H -3.30235 -0.21619 -3.49905
76 H 3.99993 4.05369 4.57475
77 H 1.89269 -0.07154 -2.21508
78 H -2.50582 0.65649 -0.72328
79 H 4.32834 3.60662 2.16826
80 H -1.78983 -2.52744 4.69868
81 H -3.52928 -0.72027 -1.19016
82 H 3.16617 -1.26205 0.21777

Cartesian forces (eV/Å) of the 2 atoms listed first:
Ba -0.19 0.95 -0.41
As -0.16 0.68 -0.40

The records above give, respectively, energy above the lowest of the compared OMol25 structures with the same formula, charge and spin values of 0.0; 36.5; 31.0; 0.0; 16.6 kcal per mole.